# 1
The following is a DFT calculation (ωB97M-V with the def2-TZVPD basis set) of a cluster of 2 separate species, C9H9NO2S2 in total.

Output
SMILES string: O=[S@@](O)(=S)c1ccccc1.C=CC#N
LUMO energy (eV): 0.1020

```
! wB97M-V def2-TZVPD RIJCOSX def2/J DEFGRID3
* xyz 0 1
C -1.891 -2.836 -2.267
C -0.528 -2.573 -2.469
C -2.630 -2.072 -1.397
C 0.127 -1.631 -1.689
C -1.981 -1.072 -0.668
C -0.586 -0.868 -0.799
C 2.144 3.447 0.988
C 1.739 3.295 2.246
C 1.277 2.116 2.662
N 0.956 1.140 3.225
O 1.597 0.350 -0.049
O 0.418 -0.796 1.732
S -0.804 1.621 0.661
S 0.295 0.098 0.415
H -2.423 -3.566 -2.897
H 0.118 -3.277 -3.099
H -3.784 -2.097 -1.537
H 1.192 -1.471 -1.563
H -2.550 -0.564 0.139
H 2.567 4.270 0.569
H 2.037 2.592 0.324
H 2.013 4.136 2.936
H 0.697 -0.238 2.538
*
```



# 2
The following is a DFT calculation (ωB97M-V with the def2-TZVPD basis set) of an isolated molecule of C6H10O.

Output
SMILES string: C=CCCC(C)=O
LUMO energy (eV): 0.9845

```
! wB97M-V def2-TZVPD RIJCOSX def2/J DEFGRID3
* xyz 0 1
C -1.534 -1.716 -0.456
C -0.175 -1.142 -0.131
C 0.240 1.913 -1.013
C 1.236 1.212 -0.482
C 1.183 0.691 0.939
C -0.046 -0.222 1.079
O 0.794 -1.435 -0.799
H -1.733 -2.538 0.240
H -1.510 -2.114 -1.473
H -2.341 -0.984 -0.354
H -0.601 2.238 -0.402
H 0.192 2.136 -2.074
H 2.051 0.859 -1.109
H 1.108 1.522 1.652
H 2.092 0.135 1.186
H 0.016 -0.863 1.970
H -0.959 0.375 1.199
*
```



# 3
The following is a DFT calculation (ωB97M-V with the def2-TZVPD basis set) of a cluster of 2 separate species, C4H6O2 in total.

Output
LUMO energy (eV): 0.5790

```
! wB97M-V def2-TZVPD RIJCOSX def2/J DEFGRID3
* xyz 0 1
H -2.218 0.211 -1.242
O -2.989 -0.385 -1.511
H -2.601 -1.270 -1.722
C -0.853 -1.563 0.329
C -0.267 -0.502 0.478
C 0.721 0.505 0.877
C 1.818 0.686 -0.135
O 2.770 1.370 0.412
H -1.144 -2.527 -0.051
H 1.125 0.306 1.885
H 0.234 1.499 0.936
H 3.403 1.671 -0.256
*
```



# 4
The following is a DFT calculation (ωB97M-V with the def2-TZVPD basis set) of a cluster of 2 separate species, C4H15N2S in total.

Output
Expectation value of S²: 0.7506
LUMO energy (spin up / spin down) (eV): 0.6722 / 0.5225

```
! wB97M-V def2-TZVPD RIJCOSX def2/J DEFGRID3
* xyz 0 2
C 1.459 0.656 0.743
C 1.603 0.000 -0.634
S 1.347 1.246 -1.963
N 1.067 -0.377 1.739
H 2.399 1.155 0.986
H 0.684 1.424 0.728
H 2.606 -0.409 -0.739
H 0.871 -0.798 -0.745
H 1.871 0.494 -2.941
H 1.722 -1.141 1.658
H 1.248 0.047 2.652
C -2.178 0.140 -0.233
N -1.808 -0.545 1.047
C -2.282 -1.955 1.094
H -1.949 1.198 -0.140
H -1.643 -0.373 -1.032
H -3.243 -0.011 -0.407
H -2.272 0.012 1.826
H -0.764 -0.537 1.137
H -3.370 -1.942 1.116
H -1.883 -2.379 2.017
H -1.863 -2.502 0.254
*
```



# 5
The following is a DFT calculation (ωB97M-V with the def2-TZVPD basis set) of an isolated molecule of C5H10O.

Output
SMILES string: CCOC1CC1
LUMO energy (eV): 1.1827

```
! wB97M-V def2-TZVPD RIJCOSX def2/J DEFGRID3
* xyz 0 1
C 0.467 -0.053 2.511
C 0.043 0.270 1.088
C -1.052 0.053 -1.715
C 0.422 0.303 -1.964
C -0.016 -0.814 -1.066
O 0.237 -0.887 0.305
H -0.124 -0.884 2.909
H 0.322 0.816 3.162
H 1.522 -0.339 2.545
H -1.013 0.578 1.070
H -1.661 -0.374 -2.507
H -1.573 0.791 -1.114
H 0.844 1.201 -1.524
H 0.850 0.049 -2.930
H 0.641 1.109 0.702
H 0.089 -1.816 -1.473
*
```



# 6
The following is a DFT calculation (ωB97M-V with the def2-TZVPD basis set) of a structure of composition C3H4BrIO.

Output
LUMO energy (spin up / spin down) (eV): -0.7489 / 0.1064

```
! wB97M-V def2-TZVPD RIJCOSX def2/J DEFGRID3
* xyz 0 1
C -0.286 -0.184 -1.190
C 0.860 -0.887 -0.851
C -0.858 0.902 1.354
O -1.235 -0.071 -1.862
Br -0.043 -0.353 2.580
I 0.088 2.831 1.252
H 0.933 -0.838 0.185
H 1.627 -0.501 -1.563
H 0.940 -1.878 -1.302
H -2.027 0.978 1.398
*
```



# 7
The following is a DFT calculation (ωB97M-V with the def2-TZVPD basis set) of a structure of composition C16H30Br18Cl2P2S.

Output
LUMO energy (eV): -0.2022

```
! wB97M-V def2-TZVPD RIJCOSX def2/J DEFGRID3
* xyz 0 1
C 5.179 0.778 2.404
C 4.052 -0.235 2.664
C 3.402 -0.813 1.399
C 2.020 -0.235 1.084
C 1.162 -1.125 0.181
C -0.356 -0.914 0.318
C -1.176 -2.209 0.522
P -1.685 -2.507 2.250
P 0.404 -3.297 2.950
S 0.226 -4.051 4.755
C -3.526 -1.961 2.083
Cl -4.351 -3.089 0.974
C -3.923 -0.519 1.748
C -3.819 -0.066 0.297
Cl -3.006 0.628 2.784
H 5.936 0.739 3.184
H 5.663 0.591 1.446
H 4.795 1.798 2.380
H 4.446 -1.043 3.279
H 3.287 0.262 3.262
H 3.285 -1.893 1.506
H 4.074 -0.644 0.556
H 2.114 0.757 0.639
H 1.490 -0.093 2.032
H 1.425 -2.167 0.372
H 1.438 -0.934 -0.858
H -0.729 -0.455 -0.599
H -0.560 -0.193 1.109
H -2.052 -2.226 -0.120
H -0.558 -3.061 0.233
H -2.122 -3.800 2.578
H -1.529 -1.632 3.343
H 0.932 -4.205 2.007
H 1.361 -2.268 2.898
H -3.958 -2.188 3.061
H -4.951 -0.385 2.085
H -4.613 0.641 0.079
H -2.875 0.446 0.119
H -3.902 -0.889 -0.405
C 5.530 -3.157 -1.564
Br 5.707 -3.507 0.313
Br 3.686 -2.924 -2.059
Br 6.591 -1.644 -2.096
H 5.901 -4.020 -2.095
C -0.788 2.960 -0.734
Br -1.885 4.367 -1.434
Br 0.944 2.927 -1.570
Br -0.629 3.047 1.178
H -1.272 2.025 -0.980
C -6.170 0.503 -2.839
Br -5.718 -1.352 -2.614
Br -7.435 1.096 -1.522
Br -4.611 1.632 -2.830
H -6.631 0.598 -3.810
C -2.536 5.603 -5.445
Br -1.684 3.885 -5.369
Br -4.223 5.574 -4.523
Br -1.389 6.984 -4.762
H -2.733 5.825 -6.482
C -7.644 3.762 1.907
Br -8.426 5.141 0.822
Br -8.787 2.218 2.009
Br -5.896 3.283 1.279
H -7.537 4.155 2.907
C 10.036 -1.390 -3.673
Br 9.235 0.355 -3.585
Br 11.203 -1.554 -5.189
Br 10.931 -1.833 -2.034
H 9.232 -2.100 -3.802
*
```



# 8
The following is a DFT calculation (ωB97M-V with the def2-TZVPD basis set) of a cluster of 2 separate species, C3H6O2Si in total.

Output
SMILES string: C[SiH]=O.C=C=O
LUMO energy (eV): -0.1559

```
! wB97M-V def2-TZVPD RIJCOSX def2/J DEFGRID3
* xyz 0 1
C -2.031 0.306 -0.062
C -1.943 -0.404 -1.118
C 1.369 0.406 1.330
O -2.062 0.968 0.894
O 1.080 0.408 -1.892
Si 1.529 -0.072 -0.550
H -2.277 -1.390 -0.952
H -1.756 -0.036 -2.100
H 1.619 -0.578 1.882
H 2.258 1.053 1.584
H 0.456 0.819 1.735
H 1.759 -1.479 -0.750
*
```



# 9
The following is a DFT calculation (ωB97M-V with the def2-TZVPD basis set) of a cluster of 2 separate species, C6H15N2 in total.

Output
LUMO energy (eV): -3.0523

```
! wB97M-V def2-TZVPD RIJCOSX def2/J DEFGRID3
* xyz 1 1
C -1.194 -0.789 -1.026
C -1.997 -0.090 -0.140
C -2.450 1.282 -0.438
C -2.588 -0.737 1.037
C 2.610 -1.031 -0.702
C 2.462 1.132 0.393
N 1.932 -0.227 0.341
N -0.558 -0.127 -0.200
H -0.973 -1.490 -1.820
H -3.561 1.467 -0.389
H -2.249 1.618 -1.533
H -1.923 1.961 0.271
H -2.045 -1.538 1.477
H -3.526 -1.235 0.867
H -2.774 -0.120 1.862
H 3.631 -1.023 -0.498
H 2.167 -1.976 -0.584
H 2.452 -0.607 -1.674
H 1.877 1.823 1.184
H 3.619 1.128 0.658
H 2.357 1.496 -0.683
H 0.747 -0.239 0.292
H 1.986 -0.680 1.304
*
```



# 10
The following is a DFT calculation (ωB97M-V with the def2-TZVPD basis set) of the ion C11H10NO2 with charge -1.

Output
Expectation value of S²: 2.0220
LUMO energy (spin up / spin down) (eV): 3.2330 / 0.0239

```
! wB97M-V def2-TZVPD RIJCOSX def2/J DEFGRID3
* xyz -1 3
C -1.253 2.133 1.409
C -0.283 1.192 1.839
C -1.812 1.956 0.135
C 0.197 0.201 1.014
C -1.386 0.822 -0.656
C -0.313 0.081 -0.235
C 0.949 0.133 -3.748
C -0.123 0.390 -4.310
C 1.962 -0.043 -2.798
C 0.373 -0.944 -1.150
C 0.299 -2.352 -0.502
N 1.625 -0.607 -1.625
O -1.049 0.738 -5.049
O 3.153 0.206 -2.979
H -1.677 2.888 2.139
H 0.162 1.471 2.756
H -2.576 2.646 -0.194
H 1.065 -0.417 1.188
H -1.815 0.749 -1.720
H -0.373 -1.044 -1.905
H -0.662 -2.882 -0.041
H 0.872 -2.196 0.424
H 0.813 -3.086 -1.222
H 2.471 -0.756 -1.054
*
```



# 11
The following is a DFT calculation (ωB97M-V with the def2-TZVPD basis set) of a structure of composition C45H61ClN5OPSSr.

Output
LUMO energy (eV): 0.3523

```
! wB97M-V def2-TZVPD RIJCOSX def2/J DEFGRID3
* xyz 0 1
Sr -1.805 -0.231 0.354
C -3.909 -1.652 1.025
C -3.985 -1.570 -0.410
C -3.424 -2.755 -0.926
C -3.003 -3.560 0.151
C -3.315 -2.888 1.350
C -3.177 -3.410 2.754
C -2.360 -4.912 0.002
C -3.356 -3.108 -2.386
C -4.905 -0.654 -1.180
C -4.730 -0.830 1.988
H -4.162 -3.612 3.185
H -2.669 -2.702 3.414
H -2.614 -4.344 2.780
H -2.031 -5.310 0.962
H -1.486 -4.873 -0.656
H -3.059 -5.633 -0.431
H -4.354 -3.325 -2.782
H -2.737 -3.991 -2.552
H -2.946 -2.288 -2.982
H -5.144 0.251 -0.618
H -5.854 -1.160 -1.389
H -4.487 -0.359 -2.149
H -5.702 -1.308 2.159
H -4.915 0.173 1.612
H -4.244 -0.753 2.966
C 1.837 -5.270 1.677
C 1.623 -3.787 1.356
C 0.335 -3.296 1.990
C 1.566 -3.517 -0.153
C 2.665 -4.219 -0.978
O 3.431 -3.141 -1.527
C 2.812 -1.989 -1.149
N 1.778 -2.089 -0.428
C 3.490 -0.785 -1.671
C 4.884 -0.865 -1.688
C 5.648 0.132 -2.262
C 5.015 1.189 -2.886
C 3.634 1.282 -2.878
C 2.836 0.331 -2.238
P 0.981 0.469 -2.164
C 0.642 -0.550 -3.665
C -0.035 -1.753 -3.478
C -0.293 -2.592 -4.554
C 0.112 -2.225 -5.827
C 0.786 -1.025 -6.023
C 1.058 -0.196 -4.947
C 0.671 2.167 -2.796
C 1.364 3.270 -2.294
C 1.021 4.555 -2.683
C -0.047 4.765 -3.544
C -0.779 3.681 -4.003
C -0.423 2.393 -3.630
H 1.550 -5.463 2.712
H 2.879 -5.569 1.567
H 1.223 -5.906 1.034
H 2.446 -3.204 1.781
H -0.508 -3.886 1.633
H 0.186 -2.242 1.746
H 0.390 -3.374 3.074
H 0.566 -3.793 -0.508
H 2.265 -4.813 -1.801
H 3.326 -4.839 -0.377
H 5.363 -1.733 -1.255
H 6.727 0.062 -2.258
H 5.601 1.948 -3.389
H 3.174 2.118 -3.384
H -0.361 -2.025 -2.479
H -0.814 -3.529 -4.397
H -0.098 -2.873 -6.668
H 1.102 -0.737 -7.017
H 1.586 0.737 -5.107
H 2.170 3.125 -1.587
H 1.586 5.400 -2.309
H -0.306 5.770 -3.851
H -1.633 3.838 -4.650
H -0.998 1.550 -3.997
Cl -0.148 3.053 1.780
C -0.136 1.872 0.409
H 0.910 1.553 0.333
H -0.356 2.495 -0.462
C -2.971 4.487 4.088
C -3.265 3.792 2.805
C -3.686 4.264 1.582
C -3.714 3.141 0.733
N -3.348 2.052 1.394
N -3.092 2.468 2.645
C -4.128 3.085 -0.700
H -3.702 5.270 4.282
H -1.982 4.947 4.039
H -2.982 3.787 4.924
H -3.923 5.283 1.327
H -2.718 1.829 3.323
H -3.901 4.028 -1.196
H -5.203 2.911 -0.780
H -3.610 2.277 -1.218
C 2.391 2.703 6.175
C 1.538 2.569 4.919
N 2.344 2.400 3.720
C 2.536 1.216 3.115
S 2.120 -0.256 3.796
N 3.110 1.232 1.889
C 3.826 2.340 1.283
C 5.224 2.531 1.870
H 1.746 2.807 7.050
H 3.045 3.575 6.122
H 3.002 1.809 6.304
H 0.911 3.451 4.781
H 0.898 1.694 5.016
H 2.453 3.225 3.154
H 3.297 0.311 1.530
H 3.235 3.253 1.396
H 3.897 2.134 0.214
H 5.166 2.699 2.946
H 5.724 3.384 1.408
H 5.830 1.641 1.697
*
```



# 12
The following is a DFT calculation (ωB97M-V with the def2-TZVPD basis set) of a structure of composition C12H25N2O2P2Pm.

Output
Expectation value of S²: 6.0445
LUMO energy (spin up / spin down) (eV): 0.1071 / 0.1081

```
! wB97M-V def2-TZVPD RIJCOSX def2/J DEFGRID3
* xyz 0 5
C -1.403 -2.612 -1.258
C -0.419 -1.733 -0.782
N -0.787 -0.517 -0.215
C -2.078 -0.389 0.194
C -3.069 -1.291 -0.173
C -2.725 -2.387 -0.957
C 0.982 -2.057 -0.904
P 2.149 -1.407 0.322
Pm 0.927 1.304 -0.239
P -1.465 2.266 1.046
C -2.499 0.731 1.113
O 1.764 -0.871 -3.222
O 2.694 1.062 -1.710
H -1.089 -3.513 -1.775
H -4.099 -1.124 0.150
H -3.490 -3.099 -1.245
C 2.057 -2.783 1.519
C 3.779 -1.794 -0.429
H -3.521 1.042 0.849
H -2.504 0.411 2.172
H 1.360 -1.377 -2.459
H 1.212 -3.084 -1.230
C -1.759 3.008 2.679
C -2.474 3.322 -0.048
H 0.153 2.656 -1.970
H 3.526 1.495 -1.932
H 2.463 0.406 -2.422
H 1.006 -0.540 -3.729
H 1.546 0.632 2.737
H -0.472 2.794 -1.546
H 2.463 -3.709 1.082
H 2.617 -2.486 2.415
H 1.005 -2.936 1.791
H 3.905 -2.873 -0.593
H 3.918 -1.258 -1.375
H 4.557 -1.435 0.256
H -3.470 3.455 0.393
H -1.957 4.287 -0.134
H -2.563 2.850 -1.033
H -2.667 3.625 2.625
H -1.887 2.216 3.431
H -0.893 3.640 2.928
N 1.713 2.572 1.592
C 1.491 1.503 2.085
*
```



# 13
The following is a DFT calculation (ωB97M-V with the def2-TZVPD basis set) of a cluster of 2 separate species, C5H11ISi in total.

Output
LUMO energy (eV): -0.1134

```
! wB97M-V def2-TZVPD RIJCOSX def2/J DEFGRID3
* xyz 0 1
C -1.064 0.657 -1.684
C -1.076 -0.701 -1.847
C -1.273 -1.431 -3.114
C 0.160 1.570 1.802
C 2.150 -0.257 2.710
Si 1.927 0.937 1.239
I -0.420 -2.009 -0.169
H -0.624 1.148 -0.828
H -1.562 1.376 -2.195
H -1.923 -0.982 -3.905
H -1.722 -2.396 -2.983
H -0.259 -1.661 -3.571
H 0.082 2.682 1.720
H -0.531 1.166 0.988
H -0.358 1.269 2.699
H 1.291 -0.829 2.829
H 3.030 -0.860 2.682
H 2.172 0.320 3.628
*
```



# 14
The following is a DFT calculation (ωB97M-V with the def2-TZVPD basis set) of the ion C5H10NO2 with charge -1.

Output
SMILES string: NCCCCC(=O)[O-]
LUMO energy (eV): 4.0348

```
! wB97M-V def2-TZVPD RIJCOSX def2/J DEFGRID3
* xyz -1 1
N -2.331 0.794 -0.661
C -1.287 -0.295 -0.811
C -0.730 -0.762 0.620
C 0.817 -1.163 0.638
C 1.803 -0.065 0.009
C 1.347 1.453 0.222
O 1.440 2.225 -0.810
O 0.918 1.939 1.442
H -2.118 1.384 0.159
H -2.161 1.412 -1.479
H -1.824 -1.203 -1.286
H -0.484 0.023 -1.556
H -1.326 -1.714 0.903
H -0.995 0.010 1.437
H 1.171 -1.414 1.710
H 0.950 -2.141 0.032
H 2.833 -0.179 0.526
H 1.976 -0.304 -1.093
*
```



# 15
The following is a DFT calculation (ωB97M-V with the def2-TZVPD basis set) of an isolated molecule of CH3F3N2OS.

Output
SMILES string: N=[S@](N)(=O)C(F)(F)F
LUMO energy (eV): 0.5539

```
! wB97M-V def2-TZVPD RIJCOSX def2/J DEFGRID3
* xyz 0 1
C -2.563 0.171 -0.042
N -0.103 -0.612 -1.411
N -0.128 0.484 0.873
O -0.677 -1.956 0.729
F -3.016 0.415 1.175
F -2.834 1.301 -0.738
F -3.355 -0.815 -0.586
S -0.612 -0.766 -0.013
H -0.002 -1.406 -2.023
H -0.741 0.791 1.578
H 0.427 1.168 0.414
*
```